# 1
Molecular formula: C27H54BF4N3O3
Method: DFT, wB97M-V/def2-TZVPD

The geometry in ORCA input format:
```
! wB97M-V def2-TZVPD RIJCOSX def2/J DEFGRID3
* xyz 2 1
C -3.089 -0.908 5.259
C -2.702 -1.531 3.871
C -1.865 -2.806 4.127
C -1.786 -3.851 2.996
C -3.102 -4.123 2.349
C -3.864 -2.832 1.818
N -3.913 -1.848 3.052
O -4.945 -0.918 3.036
C -5.311 -3.346 1.605
C -3.213 -2.255 0.571
C -1.722 -0.492 3.202
H -3.875 -1.549 5.658
H -3.578 0.040 5.035
H -2.286 -0.879 5.995
H -2.331 -3.379 4.928
H -0.944 -2.426 4.569
H -1.232 -4.712 3.370
H -1.082 -3.447 2.268
H -3.728 -4.703 3.027
H -2.987 -4.757 1.470
H -5.996 -2.578 1.246
H -5.876 -3.521 2.520
H -5.491 -4.208 0.963
H -3.592 -1.251 0.379
H -3.375 -2.979 -0.228
H -2.131 -2.136 0.623
H -0.824 -0.416 3.816
H -2.132 0.508 3.059
H -1.549 -0.715 2.149
C 1.475 4.259 0.588
C 1.741 4.757 -0.869
C 2.173 3.409 -1.626
C 2.084 3.636 -3.220
C 0.657 4.033 -3.616
C -0.023 5.206 -2.860
N 0.383 5.184 -1.422
O -0.613 5.657 -0.606
C -1.462 5.113 -3.123
C 0.480 6.567 -3.485
C 2.824 5.872 -0.959
H 0.850 4.951 1.152
H 2.435 4.177 1.097
H 0.909 3.349 0.789
H 1.440 2.685 -1.271
H 3.135 3.052 -1.257
H 2.298 2.708 -3.752
H 2.810 4.408 -3.477
H 0.126 3.097 -3.445
H 0.688 4.250 -4.684
H -2.072 4.476 -2.482
H -1.539 4.657 -4.111
H -1.976 6.067 -3.237
H 0.010 6.723 -4.456
H 1.562 6.694 -3.469
H 0.071 7.337 -2.831
H 2.654 6.641 -0.205
H 2.796 6.420 -1.901
H 3.775 5.343 -0.900
C 4.716 -1.811 -0.090
C 3.198 -1.990 -0.428
C 2.790 -1.182 -1.744
C 1.484 -1.530 -2.336
C 1.274 -3.049 -2.448
C 1.542 -3.942 -1.157
N 2.847 -3.506 -0.530
O 3.324 -4.340 0.452
C 1.817 -5.415 -1.644
C 0.490 -3.833 -0.092
C 2.581 -1.362 0.826
H 4.905 -2.244 0.893
H 4.970 -0.776 0.140
H 5.475 -2.147 -0.796
H 3.547 -1.469 -2.474
H 2.852 -0.111 -1.547
H 1.392 -1.029 -3.300
H 0.702 -1.215 -1.645
H 1.954 -3.318 -3.256
H 0.337 -3.233 -2.975
H 2.796 -5.630 -2.071
H 1.069 -5.616 -2.411
H 1.589 -6.265 -1.002
H 0.214 -2.825 0.218
H 0.809 -4.271 0.854
H -0.481 -4.281 -0.306
H 2.916 -0.336 0.977
H 2.749 -1.933 1.739
H 1.514 -1.366 0.600
B -1.271 1.495 0.472
F -0.832 1.812 1.724
F -0.744 0.279 0.023
F -2.671 1.322 0.668
F -1.022 2.407 -0.427
*
```

Calculated values
- lowest unoccupied orbital energy (eV) = -8.9
- ΔE to the lowest compared entry with this formula, charge and spin (kJ/mol) = 0.00
- E_tot (a.u.) = -1874.72055
- Kohn-Sham gap (eV) = 6.4833
- maximum force (eV/A) = 9.06



# 2
Molecular formula: C13H22B3N2O7
Method: DFT, wB97M-V/def2-TZVPD

The geometry in ORCA input format:
```
! wB97M-V def2-TZVPD RIJCOSX def2/J DEFGRID3
* xyz -1 1
C 4.801 -2.203 2.511
C 3.305 -2.545 2.422
C 2.434 -1.383 1.859
B 1.914 -1.699 0.423
O 0.639 -2.179 0.166
B -0.007 -1.730 -0.985
C -1.551 -1.573 -1.067
C -2.335 -2.167 0.115
C -2.512 -1.215 1.305
C -3.026 0.167 0.959
O -4.244 0.038 0.272
C -4.821 1.303 -0.067
O 0.810 -1.364 -2.067
B 2.014 -0.812 -1.684
C 2.508 0.565 -2.238
C 2.628 0.826 -3.603
C 3.075 2.067 -4.023
N 3.414 3.049 -3.189
C 3.306 2.802 -1.885
C 2.862 1.596 -1.369
O 2.723 -1.477 -0.696
H 5.086 -1.905 3.520
H 5.068 -1.389 1.836
H 5.422 -3.059 2.243
H 3.196 -3.435 1.797
H 2.941 -2.810 3.414
H 3.058 -0.487 1.791
H 1.618 -1.138 2.539
H -1.880 -2.034 -2.005
H -1.751 -0.503 -1.194
H -1.794 -3.043 0.482
H -3.322 -2.470 -0.233
H -1.571 -1.115 1.856
H -3.231 -1.675 1.989
H -3.157 0.748 1.882
H -2.296 0.726 0.354
H -5.644 1.549 0.602
H -4.098 2.114 0.011
H -5.195 1.257 -1.090
H 2.377 0.074 -4.340
H 3.157 2.281 -5.084
H 3.594 3.604 -1.213
H 2.794 1.475 -0.294
N -5.579 4.797 0.996
O -4.729 4.055 1.540
O -5.651 6.000 1.305
O -6.353 4.317 0.138
*
```

Calculated values
- lowest unoccupied orbital energy (eV) = 1.9
- E_tot (a.u.) = -1219.53206
- Kohn-Sham gap (eV) = 6.2639
- maximum force (eV/A) = 1.17



# 3
Molecular formula: C24H18CsF9N5O
Method: DFT, wB97M-V/def2-TZVPD

The geometry in ORCA input format:
```
! wB97M-V def2-TZVPD RIJCOSX def2/J DEFGRID3
* xyz -1 1
Cs -0.005 -1.634 0.126
C -3.945 3.892 -3.286
C -2.976 3.315 -2.287
C -1.707 3.863 -2.091
C -0.809 3.332 -1.186
C -1.112 2.187 -0.413
N -0.216 1.518 0.362
C 0.635 2.222 1.155
C 0.297 3.412 1.839
C 1.138 3.987 2.773
C 2.381 3.439 3.086
C 3.294 4.070 4.105
C 2.762 2.302 2.386
C 1.928 1.728 1.443
N 2.409 0.612 0.694
C 2.470 0.541 -0.653
C 3.087 -0.647 -0.969
C 3.372 -1.233 0.280
N 2.959 -0.467 1.282
C -2.425 1.698 -0.581
C -3.318 2.227 -1.497
N -2.869 0.649 0.284
C -3.148 0.791 1.592
C -3.552 -0.440 2.059
C -3.474 -1.273 0.930
N -3.049 -0.614 -0.141
H -3.462 4.655 -3.897
H -4.803 4.357 -2.795
H -4.332 3.123 -3.958
H -1.410 4.725 -2.681
H 0.175 3.775 -1.080
H -0.675 3.851 1.648
H 0.812 4.884 3.291
H 2.745 4.771 4.736
H 4.109 4.624 3.631
H 3.745 3.318 4.755
H 3.728 1.842 2.561
H 2.050 1.323 -1.261
H 3.287 -1.046 -1.949
H 3.823 -2.190 0.491
H -4.301 1.775 -1.576
H -3.026 1.745 2.076
H -3.855 -0.697 3.059
H -3.697 -2.326 0.851
F 1.047 -6.406 -3.384
C 1.087 -5.259 -2.674
F 0.288 -4.387 -3.299
F 2.342 -4.780 -2.782
C 0.678 -5.405 -1.163
O 0.411 -4.238 -0.628
C 1.865 -6.122 -0.420
F 1.458 -6.628 0.759
F 2.849 -5.255 -0.149
F 2.422 -7.141 -1.110
C -0.564 -6.369 -1.100
F -1.167 -6.292 0.091
F -0.271 -7.672 -1.307
F -1.483 -6.028 -2.024
*
```

Calculated values
- lowest unoccupied orbital energy (eV) = 2.2
- ΔE to the lowest compared entry with this formula, charge and spin (kJ/mol) = 0.00
- E_tot (a.u.) = -2193.46683
- Kohn-Sham gap (eV) = 6.2723
- maximum force (eV/A) = 0.20



# 4
Molecular formula: C52H74ClF25N2O22P
Method: DFT, wB97M-V/def2-TZVPD

The geometry in ORCA input format:
```
! wB97M-V def2-TZVPD RIJCOSX def2/J DEFGRID3
* xyz -1 1
C -1.001 -7.915 2.250
C 0.159 -7.088 2.331
C 1.601 -6.333 1.924
O 1.186 -4.899 1.829
P 2.149 -3.874 0.736
Cl 3.740 -4.507 2.060
C 0.705 -3.995 -0.551
C -0.784 -4.293 0.022
O -1.592 -3.226 0.285
F -1.482 -5.594 0.145
C 1.508 -2.423 1.745
C 2.028 -2.084 3.229
O 3.422 -1.649 3.403
C 1.488 -3.099 4.444
N 2.551 -3.948 5.071
C 3.289 -2.856 -0.479
C 3.850 -3.739 -1.757
C 4.290 -1.766 0.149
C 5.729 -2.146 0.752
C 6.677 -3.189 -0.062
O 2.684 -5.336 -0.133
C 2.256 -6.644 0.455
C 3.712 -7.465 0.374
O 4.061 -8.137 1.652
C 5.558 -8.214 1.570
C 6.586 -7.165 2.301
O 6.097 -9.179 0.797
C 1.357 -7.581 -0.562
C 1.227 -9.152 -0.145
C 0.732 -10.190 -1.360
N 1.511 -9.740 1.057
H -2.136 -8.243 2.077
H 2.209 -6.666 2.897
H 0.949 -4.866 -1.332
H 0.576 -3.032 -1.215
H 1.635 -1.437 1.083
H 0.322 -2.530 1.857
H 1.427 -1.078 3.498
H 3.456 -1.052 4.222
H 1.025 -2.446 5.333
H 0.566 -3.767 4.083
H 3.446 -3.461 5.267
H 2.664 -4.890 4.651
H 2.495 -2.138 -1.024
H 2.984 -4.192 -2.437
H 4.365 -2.927 -2.470
H 4.700 -4.497 -1.504
H 3.763 -1.025 0.924
H 4.532 -1.024 -0.763
H 6.353 -1.126 0.802
H 5.724 -2.512 1.890
H 6.631 -2.931 -1.202
H 7.754 -3.162 0.408
H 6.322 -4.326 0.026
H 4.567 -6.645 0.219
H 3.789 -8.164 -0.568
H 6.092 -6.482 3.118
H 7.093 -6.418 1.520
H 7.502 -7.741 2.799
H 0.281 -7.180 -0.777
H 1.927 -7.553 -1.611
H 1.653 -10.700 -1.879
H 0.163 -11.065 -0.780
H 0.004 -9.636 -2.089
H 1.338 -10.769 1.056
C 1.843 4.742 2.123
C 2.714 4.068 3.167
O 1.908 3.321 4.091
C 1.515 2.074 3.677
O 1.810 1.591 2.586
C 0.709 1.374 4.770
F -0.227 2.188 5.338
F 1.501 0.936 5.790
F 0.034 0.280 4.317
H 1.074 5.357 2.601
H 2.446 5.376 1.466
H 1.321 4.003 1.507
H 3.241 4.831 3.751
H 3.477 3.430 2.708
C 7.682 2.177 -2.067
C 7.100 1.732 -0.738
O 6.997 2.843 0.165
C 5.901 3.652 0.005
O 5.039 3.474 -0.852
C 5.892 4.759 1.057
F 7.112 5.351 1.211
F 5.539 4.292 2.290
F 5.019 5.764 0.767
H 8.640 2.685 -1.916
H 7.836 1.320 -2.729
H 7.021 2.889 -2.570
H 7.770 1.003 -0.271
H 6.128 1.240 -0.866
C -2.506 1.023 0.379
C -1.437 2.099 0.402
O -1.148 2.552 -0.929
C -2.011 3.482 -1.451
O -2.988 3.922 -0.851
C -1.559 3.910 -2.847
F -1.199 2.854 -3.632
F -0.476 4.738 -2.803
F -2.524 4.581 -3.537
H -2.215 0.205 -0.289
H -2.672 0.620 1.382
H -3.456 1.416 0.003
H -0.508 1.683 0.805
H -1.721 2.938 1.048
C -5.560 3.144 -5.597
C -4.689 2.470 -4.552
O -5.495 1.723 -3.629
C -5.888 0.476 -4.043
O -5.594 -0.008 -5.133
C -6.694 -0.224 -2.950
F -7.630 0.590 -2.381
F -5.902 -0.662 -1.929
F -7.370 -1.318 -3.402
H -6.329 3.758 -5.118
H -4.957 3.777 -6.253
H -6.082 2.405 -6.212
H -4.162 3.233 -3.969
H -3.926 1.832 -5.011
C -1.274 7.333 -3.083
C -2.605 7.837 -2.558
O -2.415 8.623 -1.372
C -2.047 9.929 -1.566
O -1.874 10.434 -2.673
C -1.928 10.659 -0.229
F -1.254 9.933 0.710
F -3.148 10.939 0.313
F -1.272 11.849 -0.327
H -0.732 6.790 -2.302
H -1.421 6.669 -3.940
H -0.632 8.163 -3.395
H -3.233 6.985 -2.277
H -3.153 8.403 -3.319
C -4.067 13.508 -1.630
C -2.753 14.114 -2.089
O -2.780 14.365 -3.502
C -3.401 15.522 -3.898
O -3.922 16.319 -3.121
C -3.313 15.688 -5.414
F -3.604 14.537 -6.088
F -2.064 16.058 -5.818
F -4.166 16.634 -5.898
H -4.301 12.611 -2.212
H -4.021 13.242 -0.570
H -4.897 14.206 -1.776
H -1.940 13.403 -1.908
H -2.512 15.027 -1.533
C -10.831 -2.053 -2.791
C -10.612 -1.170 -4.005
O -11.222 -1.750 -5.168
C -12.569 -1.539 -5.312
O -13.251 -0.901 -4.513
C -13.076 -2.165 -6.609
F -12.598 -3.428 -6.807
F -12.707 -1.444 -7.706
F -14.435 -2.264 -6.659
H -10.478 -3.071 -2.986
H -10.301 -1.654 -1.922
H -11.894 -2.128 -2.543
H -9.539 -1.094 -4.214
H -10.980 -0.151 -3.837
C 2.005 -8.212 9.143
C 2.584 -9.274 8.227
O 3.099 -8.679 7.026
C 4.354 -8.132 7.114
O 5.027 -8.126 8.141
C 4.795 -7.581 5.759
F 3.818 -6.857 5.140
F 5.139 -8.574 4.889
F 5.878 -6.758 5.844
H 1.254 -7.616 8.614
H 1.541 -8.669 10.021
H 2.779 -7.517 9.482
H 1.793 -9.967 7.924
H 3.356 -9.867 8.732
*
```

Calculated values
- lowest unoccupied orbital energy (eV) = 1.3
- E_tot (a.u.) = -7088.42029
- Kohn-Sham gap (eV) = 7.0421
- maximum force (eV/A) = 9.86